1.
Density functional theory data (ωB97M-V/def2-TZVPD) for a structure of composition C16H32BrNNbO9 at a distorted geometry.

The orbital gap comes out at 7.1911 eV. As for the HOMO energy: -5.49 eV. Its charge is -1. The value obtained for the total energy is -108614.290 eV.

```
60
C16H32BrNNbO9 (ωB97M-V/def2-TZVPD)
C 2.782 -3.219 1.549
C 2.824 -2.212 0.218
O 3.309 -2.704 -0.925
O 2.274 -0.859 0.425
C 1.251 -0.526 -0.583
C -0.153 -1.379 -0.430
C -1.067 -0.849 0.828
C -1.202 -1.939 2.068
C -2.420 -3.021 1.882
Nb -1.905 -4.864 0.647
Br -1.265 -6.912 -0.979
O -2.306 -3.750 -1.099
C -1.315 -4.144 -2.155
N -0.372 -3.964 -3.057
H 3.065 -2.584 2.499
H 1.666 -3.591 1.648
H 3.450 -4.170 1.406
H 1.740 -0.736 -1.644
H 1.011 0.643 -0.558
H 0.120 -2.517 -0.398
H -0.815 -1.230 -1.410
H -2.145 -0.460 0.502
H -0.525 0.105 1.297
H -1.466 -1.290 3.034
H -0.156 -2.448 2.331
H -2.693 -3.415 2.974
H -3.409 -2.504 1.487
H -3.674 -5.388 0.614
H -1.740 -5.928 2.138
H -0.144 -4.425 0.660
C 5.267 4.267 -4.881
C 4.041 4.104 -4.000
O 3.522 2.770 -4.080
C 4.216 1.829 -3.395
O 5.219 2.018 -2.725
O 3.619 0.627 -3.605
C 4.315 -0.471 -3.021
H 5.046 3.963 -5.909
H 5.607 5.307 -4.883
H 6.093 3.638 -4.536
H 3.250 4.772 -4.356
H 4.249 4.376 -2.959
H 4.492 -0.308 -1.952
H 5.259 -0.636 -3.548
H 3.695 -1.364 -3.134
C -5.606 3.037 4.655
C -4.090 3.133 4.650
O -3.533 2.438 3.527
C -3.639 3.070 2.333
O -4.152 4.162 2.139
O -3.101 2.268 1.380
C -3.243 2.773 0.055
H -5.926 1.991 4.607
H -6.020 3.496 5.558
H -6.041 3.541 3.786
H -3.695 2.649 5.549
H -3.749 4.175 4.668
H -2.848 3.791 -0.028
H -4.295 2.741 -0.245
H -2.672 2.127 -0.618
```


2.
Density functional theory data (ωB97M-V/def2-TZVPD) for a structure of composition C16H32CaO2P2 at a distorted geometry.

The orbital gap comes out at 4.9654 eV. For the energy relative to the best compared isomer or geometry (same formula, charge and spin), the calculation gives 0.0 kJ/mol. As for the HOMO energy: -5.49 eV. Its charge is 0. The value obtained for the total energy is -58217.554 eV.

```
53
C16H32CaO2P2 (ωB97M-V/def2-TZVPD)
P 0.102 -1.632 -1.885
P 0.313 1.775 -1.772
C -0.197 -0.524 -3.335
C 0.522 0.824 -3.354
H -1.280 -0.399 -3.460
H 0.151 -1.106 -4.203
H 1.595 0.713 -3.562
H 0.101 1.461 -4.150
C -1.331 2.469 -2.248
H -1.709 3.143 -1.470
H -2.062 1.658 -2.391
H -1.215 3.026 -3.188
C 1.483 3.131 -2.074
H 1.132 3.756 -2.907
H 2.465 2.698 -2.312
H 1.566 3.730 -1.160
C -1.105 -2.920 -2.272
H -1.209 -3.641 -1.451
H -0.765 -3.433 -3.185
H -2.079 -2.444 -2.464
C 1.721 -2.265 -2.420
H 2.449 -1.444 -2.473
H 1.575 -2.680 -3.428
H 2.096 -3.053 -1.755
Ca 1.518 0.354 4.580
C 0.158 1.752 0.877
C -1.175 1.632 0.561
C -1.730 0.313 0.183
C -1.705 -0.831 1.267
C -0.857 -1.917 0.788
C 0.403 -1.708 0.152
C 1.298 -0.464 0.322
C 0.975 0.574 1.406
C 0.708 -1.624 5.373
H 0.616 2.731 1.083
H -1.850 2.489 0.527
H -1.107 -0.028 -0.681
H -2.761 0.394 -0.199
H -1.424 -0.455 2.275
H -2.745 -1.194 1.369
H -1.094 -2.939 1.110
H 1.002 -2.620 0.105
H 1.371 0.057 -0.676
H 2.355 -0.785 0.446
H 0.498 0.068 2.267
H 1.952 0.987 1.723
H 1.378 -1.917 6.201
H 0.649 -2.472 4.674
H -0.297 -1.512 5.807
O -0.641 0.976 4.221
C -0.641 1.593 5.363
O 0.406 1.659 6.091
H -1.581 2.048 5.704
```


3.
Density functional theory data (ωB97M-V/def2-TZVPD) for a structure of composition C16H32Cl14F6O9P at a distorted geometry.

The orbital gap comes out at 8.4396 eV. As for the HOMO energy: -6.20 eV. Its charge is -1. The value obtained for the total energy is -236451.786 eV.

```
78
C16H32Cl14F6O9P (ωB97M-V/def2-TZVPD)
P -12.790 16.678 -12.598
F -12.503 18.229 -12.995
F -13.359 16.398 -14.095
F -11.309 16.267 -13.090
F -13.066 15.136 -12.180
F -12.301 16.957 -11.078
F -14.301 17.112 -12.161
C -12.202 12.934 -14.407
O -13.465 12.357 -14.720
C -13.939 12.539 -15.936
O -13.557 13.279 -16.797
O -14.967 11.717 -16.050
C -15.706 11.647 -17.245
H -11.898 12.706 -13.391
H -12.226 14.012 -14.529
H -11.448 12.501 -15.069
H -16.374 12.487 -17.423
H -16.296 10.731 -17.237
H -15.030 11.498 -18.090
C -16.853 19.374 -7.716
O -17.293 18.320 -8.525
C -16.413 17.379 -8.870
O -15.287 17.348 -8.490
O -17.059 16.573 -9.673
C -16.360 15.443 -10.186
H -17.025 19.135 -6.657
H -17.388 20.303 -7.894
H -15.778 19.555 -7.698
H -15.339 15.694 -10.479
H -16.951 15.041 -10.997
H -16.201 14.685 -9.421
C -6.888 19.488 -18.057
O -8.028 18.730 -17.704
C -9.024 19.370 -17.087
O -9.067 20.561 -16.872
O -9.942 18.473 -16.770
C -11.074 18.877 -16.025
H -6.212 18.764 -18.506
H -6.346 19.952 -17.232
H -7.084 20.287 -18.773
H -11.641 17.989 -15.765
H -11.710 19.547 -16.602
H -10.839 19.302 -15.045
C -7.856 19.003 -13.497
Cl -7.266 19.106 -11.829
Cl -6.670 18.160 -14.528
H -8.799 18.482 -13.362
H -8.021 20.019 -13.837
C -16.364 15.605 -13.782
Cl -17.012 14.168 -14.645
Cl -17.689 16.518 -13.048
H -15.728 15.215 -12.997
H -15.827 16.265 -14.449
C -13.647 19.771 -9.935
Cl -13.897 20.685 -8.408
Cl -15.035 19.871 -10.979
H -12.793 20.146 -10.490
H -13.438 18.751 -9.631
C -8.296 15.487 -11.008
Cl -8.423 16.274 -9.423
Cl -6.706 15.726 -11.750
H -8.510 14.439 -10.839
H -9.003 15.970 -11.671
C -13.123 15.062 -8.592
Cl -11.539 14.949 -7.832
Cl -14.354 14.184 -7.627
H -13.407 16.105 -8.654
H -13.053 14.601 -9.568
C -15.090 19.695 -14.701
Cl -14.624 21.373 -14.324
Cl -16.802 19.440 -15.033
H -14.533 19.469 -15.604
H -14.705 19.096 -13.881
C -10.776 21.015 -13.294
Cl -11.077 22.664 -12.729
Cl -10.970 20.783 -15.046
H -9.782 20.693 -13.005
H -11.478 20.352 -12.797
```


4.
Density functional theory data (ωB97M-V/def2-TZVPD) for a cluster of 3 separate species, C16H32ClN4O5P2 in total.

The orbital gap comes out at 7.2412 eV. For the energy relative to the best compared isomer or geometry (same formula, charge and spin), the calculation gives 0.0 kJ/mol. As for the HOMO energy: -11.21 eV. Its charge is +1. The value obtained for the total energy is -64400.274 eV.

```
60
C16H32ClN4O5P2 (ωB97M-V/def2-TZVPD)
C 0.530 0.815 0.357
C -0.674 0.482 -0.088
C -0.919 0.172 -1.533
C -1.656 1.208 -2.422
C -2.774 2.064 -1.803
O -2.320 3.392 -1.623
N -3.015 4.276 -2.603
O -3.502 5.163 -2.066
N -2.050 0.333 -3.548
C -1.954 -0.935 -3.283
C -1.536 -1.203 -1.923
P -0.332 -2.680 -1.721
O 1.123 -1.945 -1.742
Cl -0.501 -2.934 0.277
P -3.185 -1.746 -1.069
C -3.607 -3.258 -2.043
C -4.548 -0.601 -1.562
C -5.099 0.169 -0.351
H 1.333 1.042 -0.334
H 0.734 0.901 1.416
H -1.533 0.478 0.578
H 0.067 0.140 -2.006
H -0.905 1.929 -2.745
H -3.019 1.693 -0.809
H -3.695 2.043 -2.393
H -2.372 0.689 -4.439
H -2.201 -1.687 -4.023
H 1.413 -1.798 -2.653
H -2.726 -3.862 -2.257
H -4.072 -3.005 -2.997
H -4.319 -3.842 -1.463
H -4.291 0.060 -2.390
H -5.338 -1.251 -1.947
H -5.599 1.083 -0.672
H -4.320 0.447 0.359
H -5.830 -0.435 0.184
C 3.336 -2.617 5.062
C 2.120 -2.021 4.392
O 1.847 -0.836 4.475
N 1.326 -2.862 3.674
C 1.480 -4.283 3.441
H 3.855 -1.821 5.585
H 3.048 -3.386 5.780
H 4.009 -3.060 4.328
H 0.534 -2.398 3.258
H 1.573 -4.477 2.370
H 0.609 -4.824 3.816
H 2.363 -4.672 3.937
C 4.042 4.646 0.957
C 3.667 3.361 0.259
O 2.546 3.187 -0.200
N 4.621 2.401 0.161
C 5.987 2.441 0.648
H 3.175 5.299 0.950
H 4.337 4.458 1.990
H 4.866 5.144 0.444
H 4.313 1.568 -0.314
H 6.692 2.324 -0.176
H 6.161 1.640 1.367
H 6.185 3.389 1.136
```


5.
Density functional theory data (ωB97M-V/def2-TZVPD) for a structure of composition C16H32ClNOP2Pb at a distorted geometry.

The orbital gap (spin up / spin down) comes out at 4.2701 / 4.8889 eV. For the energy relative to the best compared isomer or geometry (same formula, charge and spin), the calculation gives 0.0 kJ/mol. As for the HOMO energy (spin up / spin down): -5.69 / -5.99 eV. Its charge is 0. The value obtained for the total energy is -56991.361 eV.

```
54
C16H32ClNOP2Pb (ωB97M-V/def2-TZVPD)
Pb 0.110 -0.201 0.455
P 2.808 -0.245 0.037
P -2.748 0.046 0.449
N -0.347 1.076 -1.537
H 1.274 -2.841 2.587
C 3.364 -1.766 -0.797
H 4.459 -1.812 -0.843
H 2.948 -1.781 -1.817
H 2.982 -2.642 -0.247
C 3.580 -0.209 1.691
H 4.657 -0.399 1.601
H 3.120 -0.994 2.317
H 3.402 0.765 2.173
C 3.376 1.189 -0.942
H 4.471 1.271 -0.922
H 2.923 2.107 -0.531
H 3.029 1.067 -1.981
C -3.653 -1.374 -0.266
H -4.741 -1.258 -0.179
H -3.335 -2.291 0.253
H -3.379 -1.452 -1.330
C -3.282 0.126 2.202
H -4.379 0.116 2.275
H -2.885 1.037 2.674
H -2.869 -0.753 2.725
C -3.368 1.546 -0.405
H -4.442 1.700 -0.240
H -3.163 1.434 -1.481
H -2.803 2.417 -0.039
C -0.122 1.885 -2.520
C 0.024 2.223 -4.983
C -0.016 1.385 -3.893
C -0.014 3.338 -2.405
C 0.025 4.162 -3.523
C 0.036 3.621 -4.826
H 0.040 1.802 -6.000
H -0.027 0.298 -4.031
H -0.022 3.775 -1.408
H 0.040 5.249 -3.406
H 0.057 4.280 -5.696
C 0.190 -3.046 2.398
O -0.402 -2.074 1.585
C 0.149 -4.371 1.641
H -0.112 -5.218 2.275
H 1.131 -4.586 1.210
H -0.553 -4.321 0.808
C -0.499 -2.920 3.747
H -1.516 -3.313 3.686
H -0.583 -1.865 4.026
H 0.032 -3.428 4.553
Cl 0.516 1.204 3.570
C 0.214 1.646 1.935
H 1.057 2.235 1.537
H -0.755 2.160 1.835
```


6.
Density functional theory data (ωB97M-V/def2-TZVPD) for an isolated molecule of C16H32FN2O3PS2 at a distorted geometry.

The orbital gap comes out at 8.4399 eV. As for the HOMO energy: -8.09 eV. Its charge is 0. As for the structure (SMILES): CC(C)CNC[C@H](F)O[C@H](CCCSC(=S)N1CCOCC1)P(C)O. The value obtained for the total energy is -59909.149 eV.

```
57
C16H32FN2O3PS2 (ωB97M-V/def2-TZVPD)
C 4.622 1.315 1.254
C 4.543 0.030 0.433
C 4.679 0.389 -1.046
C 3.247 -0.698 0.737
N 3.104 -1.888 -0.103
C 1.977 -2.707 0.321
C 0.659 -2.078 -0.133
F 0.077 -1.408 0.940
O -0.181 -3.076 -0.539
C -1.410 -2.712 -1.183
C -1.322 -1.887 -2.483
C -1.606 -0.374 -2.509
C -0.391 0.556 -2.741
S 0.136 1.474 -1.274
C -1.266 2.397 -0.828
S -2.485 2.726 -1.855
N -1.156 2.783 0.508
C -1.643 1.747 1.416
C -3.155 1.847 1.734
O -3.746 3.004 1.197
C -2.956 4.087 1.627
C -1.664 4.119 0.812
P -2.681 -2.073 0.045
C -2.431 -3.141 1.529
O -4.090 -2.576 -0.704
H 5.427 1.911 0.842
H 4.879 1.120 2.288
H 3.706 1.891 1.182
H 5.361 -0.596 0.787
H 4.131 -0.286 -1.687
H 4.273 1.381 -1.194
H 5.728 0.378 -1.311
H 3.174 -0.932 1.802
H 2.429 -0.024 0.511
H 3.952 -2.440 -0.051
H 1.957 -2.848 1.405
H 2.028 -3.689 -0.134
H 0.900 -1.359 -0.910
H -1.813 -3.669 -1.499
H -2.019 -2.348 -3.165
H -0.342 -2.080 -2.910
H -2.146 0.008 -1.657
H -2.238 -0.187 -3.365
H -0.638 1.301 -3.483
H 0.456 -0.005 -3.109
H -1.426 0.766 1.022
H -1.097 1.819 2.353
H -3.701 0.974 1.405
H -3.253 1.878 2.822
H -2.738 3.979 2.692
H -3.465 5.033 1.495
H -0.924 4.637 1.425
H -1.802 4.719 -0.072
H -2.042 -2.491 2.294
H -3.377 -3.568 1.830
H -1.694 -3.921 1.364
H -4.548 -3.207 -0.126
```


- Which of these has the highest total energy?
  C16H32ClNOP2Pb